# 1
C5H8 | ωB97M-V with the def2-TZVPD basis set

```
13
Properties=species:S:1:pos:R:3:forces:R:3
C 0.437 -0.215 0.297 -0.332 0.233 0.412
C 0.918 0.080 -1.053 0.101 0.095 -0.052
C -0.141 -0.260 -2.123 -0.060 -0.030 -0.146
C -0.193 -0.129 1.319 0.206 0.092 -0.459
C -1.075 0.318 2.393 -0.103 0.036 0.161
H -1.389 -0.462 3.089 0.090 -0.008 -0.089
H -1.067 -0.611 -1.659 0.171 0.046 -0.072
H -1.967 0.736 1.913 0.034 -0.062 0.240
H 1.085 1.165 -1.032 0.126 -0.180 -0.193
H 1.881 -0.378 -1.291 -0.118 -0.040 0.126
H -0.386 0.626 -2.713 0.040 -0.133 -0.017
H 0.212 -1.037 -2.805 -0.067 0.089 0.081
H -0.592 1.120 2.959 -0.089 -0.139 0.008
```
Positions in Å, forces in eV/Å.

2S+1 = 1
SMILES string = CC#CCC
Charge = 0
LUMO level = 1.09 eV
Orbital gap = 0.382 hartree


# 2
C7H9N3O2 | ωB97M-V with the def2-TZVPD basis set

```
21
Properties=species:S:1:pos:R:3:forces:R:3
O 1.468 0.835 -1.764 0.307 0.676 -1.174
O -0.354 -0.088 -2.685 1.925 -4.915 -4.344
N 0.094 -0.806 0.175 0.391 3.129 -1.135
N 0.556 0.414 2.174 2.122 -1.346 -2.723
N -2.218 0.789 -0.951 -0.547 -6.454 -0.791
C 1.214 -0.741 2.587 -3.299 1.070 5.390
C 0.539 -1.831 0.748 -0.262 -5.019 2.516
C 0.282 0.830 -1.949 -2.340 -4.349 -1.727
C 0.957 -2.024 2.082 3.211 1.006 -0.745
C -0.966 1.372 -1.174 2.489 5.480 0.830
C -0.079 1.689 0.006 1.289 -0.931 4.243
C 0.240 0.339 0.867 -1.875 2.371 -0.289
H -2.173 0.046 -2.125 -0.753 2.165 4.886
H 0.162 -1.065 -3.250 -1.545 4.923 2.814
H -1.305 2.422 -1.590 1.341 -1.646 0.189
H 0.388 -2.773 0.298 -0.207 -1.005 -1.422
H -0.541 2.406 0.789 1.266 -0.705 -1.511
H 1.373 -0.509 3.738 0.759 -1.193 -2.311
H -2.150 0.007 0.107 -0.067 2.557 -4.635
H 1.065 1.735 -0.501 -2.876 1.615 2.483
H 1.448 -3.049 2.419 -1.328 2.571 -0.543
```
Positions in Å, forces in eV/Å.

2S+1 = 1
Charge = 0
LUMO level = -0.11 eV
Orbital gap = 0.332 hartree


# 3
C4H7NO2 | ωB97M-V with the def2-TZVPD basis set

```
14
Properties=species:S:1:pos:R:3:forces:R:3
O -1.112 -0.201 2.240 1.965 0.113 -1.376
O -1.025 -1.511 -1.842 -0.443 0.046 0.996
N 0.655 1.483 -0.822 1.651 -1.864 -0.223
C -0.889 -0.336 -1.628 1.932 0.729 -3.069
C -0.214 0.307 -0.421 0.072 1.512 -0.944
C 0.015 -0.540 1.834 -3.590 0.025 5.889
C 0.396 -0.702 0.503 2.034 -1.926 -2.200
H 0.461 2.391 -0.489 -2.031 0.960 0.373
H 0.617 -0.954 2.676 0.604 0.197 -0.716
H -0.002 -1.795 0.387 0.586 1.664 -0.631
H 1.568 1.474 -0.365 0.202 -1.246 -0.520
H -0.984 0.361 -2.563 -0.392 -0.393 1.645
H -1.011 0.824 0.046 -1.298 -0.040 1.081
H 1.526 -0.801 0.445 -1.293 0.221 -0.305
```
Positions in Å, forces in eV/Å.

2S+1 = 1
SMILES string = N[C@@H](C=O)CC=O
Charge = 0
LUMO level = 0.66 eV
Orbital gap = 0.385 hartree


# 4
C3H2FN | ωB97M-V with the def2-TZVPD basis set

```
7
Properties=species:S:1:pos:R:3:forces:R:3
F 2.277 0.381 -0.281 0.450 0.772 0.992
N -1.796 1.477 -0.359 -0.314 0.444 -0.594
C 0.206 -0.904 -0.240 2.553 3.741 3.858
C 1.144 -0.008 0.212 -2.944 -2.981 -2.641
C -0.073 -0.106 0.949 1.605 -0.276 -0.501
H -0.231 -1.699 -0.702 -0.997 -1.769 -1.552
H -1.526 0.860 0.421 -0.353 0.069 0.439
```
Positions in Å, forces in eV/Å.

2S+1 = 1
Charge = 0
LUMO level (alpha / beta) = -0.91 / -0.97 eV
Orbital gap (alpha / beta) = 0.325 / 0.323 hartree


| no. | E (Eh) |
| --- | --- |
| 1 | -195.2386 |
| 2 | -586.6004 |
| 3 | -361.7763 |
| 4 | -269.7922 |